No. 1
A 8-piece molecular cluster, C60H67N2O18S overall. Source: OMol25; level of theory: ωB97M-V/def2-TZVPD.

Positions of all 148 atoms, in Å:
C: 1.77 8.44 2.79
O: 0.52 7.86 3.13
C: 0.25 6.71 2.38
C: -0.37 7.04 1.00
C: -1.57 6.15 0.66
C: -1.16 4.81 0.00
C: -1.11 3.73 1.08
S: -0.75 2.09 0.42
C: -1.70 1.01 1.50
C: -0.85 -0.12 2.14
C: 0.66 -0.05 1.94
C: 1.35 1.03 2.81
N: 2.15 1.96 2.00
C: 2.51 3.15 2.79
C: 3.35 1.32 1.49
C: 3.42 1.17 0.00
O: 4.24 0.91 2.23
O: -1.47 2.19 -1.03
C: -2.11 0.99 -1.53
C: -1.22 -0.22 -1.59
N: -0.14 -0.14 -2.57
C: -0.38 -0.87 -3.80
C: 0.36 -0.29 -5.00
C: -0.51 -0.36 -6.26
O: 1.57 -1.01 -5.18
H: 1.80 8.70 1.74
H: 2.59 7.75 3.02
H: 1.91 9.34 3.36
H: 1.18 6.15 2.23
H: -0.44 6.09 2.94
H: 0.37 6.91 0.21
H: -0.68 8.08 1.04
H: -2.22 6.70 -0.01
H: -2.15 5.96 1.56
H: -0.21 4.93 -0.50
H: -1.93 4.55 -0.72
H: -0.39 3.93 1.86
H: -2.09 3.66 1.54
H: -2.56 0.57 1.00
H: -2.11 1.64 2.28
H: -1.02 -0.08 3.21
H: -1.25 -1.07 1.79
H: 1.06 -1.02 2.24
H: 0.96 0.08 0.90
H: 2.02 0.50 3.49
H: 0.63 1.60 3.39
H: 2.97 2.90 3.75
H: 1.61 3.72 3.00
H: 3.20 3.75 2.20
H: 4.39 1.47 -0.38
H: 3.27 0.12 -0.27
H: 2.65 1.75 -0.50
H: -2.40 1.25 -2.55
H: -3.04 0.79 -1.00
H: -1.87 -1.05 -1.88
H: -0.81 -0.50 -0.62
H: 0.13 0.81 -2.75
H: -0.05 -1.91 -3.72
H: -1.44 -0.89 -4.06
H: 0.58 0.77 -4.81
H: -1.24 0.45 -6.22
H: -1.07 -1.29 -6.24
H: 0.09 -0.29 -7.16
H: 1.86 -0.86 -6.08
C: -4.77 -3.93 4.31
C: -4.74 -2.79 3.62
C: -3.71 -2.56 2.58
O: -3.68 -1.51 1.95
C: -2.73 -3.64 2.33
C: -2.75 -4.77 3.02
C: -3.78 -5.01 4.07
O: -3.81 -6.04 4.70
H: -5.51 -4.12 5.08
H: -5.45 -1.99 3.78
H: -1.99 -3.45 1.56
H: -2.04 -5.57 2.86
C: -5.88 -5.64 -1.26
C: -7.03 -5.48 -1.91
C: -7.79 -4.21 -1.82
O: -8.83 -4.06 -2.41
C: -7.22 -3.12 -0.98
C: -6.07 -3.28 -0.33
C: -5.31 -4.55 -0.42
O: -4.26 -4.70 0.17
H: -5.30 -6.55 -1.30
H: -7.46 -6.26 -2.52
H: -7.80 -2.21 -0.93
H: -5.64 -2.50 0.28
C: -2.92 -5.13 -6.43
C: -2.43 -4.22 -7.27
C: -0.99 -4.18 -7.61
O: -0.55 -3.33 -8.36
C: -0.11 -5.19 -6.97
C: -0.59 -6.10 -6.13
C: -2.04 -6.13 -5.79
O: -2.48 -6.95 -5.02
H: -3.97 -5.17 -6.17
H: -3.06 -3.47 -7.75
H: 0.94 -5.14 -7.23
H: 0.03 -6.84 -5.66
C: 3.91 -1.36 5.08
C: 5.01 -0.60 5.10
C: 6.06 -0.79 6.13
O: 7.05 -0.10 6.14
C: 5.84 -1.86 7.14
C: 4.74 -2.61 7.13
C: 3.69 -2.42 6.09
O: 2.69 -3.11 6.07
H: 3.14 -1.24 4.34
H: 5.18 0.18 4.36
H: 6.62 -1.98 7.89
H: 4.56 -3.39 7.86
C: 0.80 13.06 5.24
C: 1.52 12.19 4.53
C: 2.46 12.65 3.47
O: 3.12 11.87 2.82
C: 2.57 14.11 3.25
C: 1.86 14.98 3.96
C: 0.91 14.52 5.01
O: 0.26 15.30 5.66
H: 0.11 12.74 6.01
H: 1.45 11.12 4.68
H: 3.27 14.42 2.48
H: 1.92 16.05 3.81
C: 7.64 -0.73 -4.45
C: 6.40 -0.37 -4.16
C: 5.94 -0.21 -2.76
O: 4.80 0.12 -2.50
C: 6.93 -0.47 -1.68
C: 8.18 -0.83 -1.97
C: 8.63 -0.99 -3.37
O: 9.77 -1.32 -3.63
H: 8.00 -0.86 -5.46
H: 5.66 -0.17 -4.93
H: 6.58 -0.35 -0.67
H: 8.91 -1.03 -1.20
C: -2.60 -9.71 -3.37
C: -3.62 -9.51 -2.54
C: -4.23 -10.64 -1.79
O: -5.17 -10.45 -1.04
C: -3.66 -11.99 -2.00
C: -2.64 -12.19 -2.82
C: -2.03 -11.06 -3.58
O: -1.09 -11.24 -4.33
H: -2.15 -8.90 -3.93
H: -4.05 -8.53 -2.38
H: -4.12 -12.79 -1.44
H: -2.20 -13.17 -2.99

Properties
total charge = +1
molar mass = 1136.26 g/mol
Kohn-Sham gap = 7.8 eV
spin multiplicity = 1


No. 2
One molecule with the formula C5H10O. Source: OMol25; level of theory: ωB97M-V/def2-TZVPD.

Positions of all 16 atoms, in Å:
C: 2.40 0.22 -0.51
C: 1.33 -0.27 0.46
O: 0.18 0.52 0.36
C: -1.34 -0.30 0.33
C: -2.43 0.26 0.99
C: -1.38 0.02 -1.04
H: 3.32 -0.37 -0.44
H: 2.65 1.27 -0.30
H: 2.03 0.16 -1.54
H: 1.11 -1.33 0.24
H: 1.72 -0.23 1.49
H: -1.05 -1.32 0.60
H: -2.83 -0.16 1.91
H: -2.86 1.19 0.64
H: -1.10 -0.68 -1.83
H: -1.73 1.00 -1.34

Properties
molar mass = 86.13 g/mol
Kohn-Sham gap (alpha / beta) = 8.4 / 7.3 eV
spin multiplicity = 1


No. 3
One molecule with the formula C26H27FN2O5. Source: OMol25; level of theory: ωB97M-V/def2-TZVPD.

Positions of all 61 atoms, in Å:
C: -2.13 -2.13 3.53
C: -1.22 -1.47 2.84
C: 0.16 -2.00 2.58
H: 0.37 -2.82 3.27
O: 0.33 -2.58 1.29
C: 0.60 -1.79 0.22
C: 1.05 -2.45 -0.93
C: 1.40 -1.74 -2.05
C: 1.31 -0.35 -2.06
C: 0.85 0.31 -0.93
C: 0.49 -0.41 0.20
H: 0.13 0.13 1.06
C: 0.75 1.82 -0.90
N: -0.62 2.29 -0.91
C: -1.01 2.98 0.19
O: -2.11 3.45 0.38
C: 0.21 3.05 1.09
O: 0.28 3.56 2.21
C: 1.27 2.37 0.41
C: 2.44 2.06 1.06
O: 2.67 2.53 2.28
H: 1.88 3.06 2.57
C: 3.45 1.13 0.54
C: 3.97 0.17 1.41
C: 4.86 -0.77 0.95
C: 5.24 -0.74 -0.38
C: 4.77 0.23 -1.26
C: 3.86 1.16 -0.79
H: 3.51 1.93 -1.45
H: 5.11 0.24 -2.28
F: 6.11 -1.66 -0.84
H: 5.27 -1.53 1.60
H: 3.66 0.17 2.44
C: -1.47 2.18 -2.07
H: -0.92 2.54 -2.95
H: -2.31 2.85 -1.89
C: -1.96 0.76 -2.36
N: -2.49 0.08 -1.19
C: -2.72 -1.32 -1.47
C: -3.23 -2.03 -0.22
H: -2.45 -1.99 0.56
O: -4.41 -1.44 0.26
C: -4.20 -0.07 0.54
C: -3.72 0.69 -0.70
H: -3.52 1.72 -0.41
H: -4.51 0.67 -1.47
H: -5.16 0.33 0.87
H: -3.46 0.04 1.34
H: -3.47 -3.07 -0.44
H: -3.47 -1.45 -2.28
H: -1.78 -1.78 -1.79
H: -1.13 0.15 -2.73
H: -2.71 0.83 -3.17
H: 1.27 2.24 -1.77
H: 1.60 0.20 -2.94
H: 1.75 -2.26 -2.93
H: 1.12 -3.53 -0.90
H: 0.91 -1.21 2.73
H: -1.45 -0.50 2.41
H: -3.12 -1.74 3.68
H: -1.92 -3.09 3.96

Properties
molar mass = 466.51 g/mol
SMILES string = C=CCOc1cccc([C@@H]2/C(=C(/O)c3ccc(F)cc3)C(=O)C(=O)N2CCN2CCOCC2)c1
Kohn-Sham gap = 8.1 eV
spin multiplicity = 1


No. 4
C22H18F6N4O10ReS5 as an isolated structure. Source: OMol25; level of theory: ωB97M-V/def2-TZVPD.

Positions of all 66 atoms, in Å:
Re: 0.31 0.25 0.00
S: -1.62 4.42 0.41
C: -0.47 4.51 -0.86
C: 0.13 3.31 -1.11
C: -0.33 2.26 -0.26
C: -1.30 2.75 0.61
C: -1.84 1.82 1.54
C: -2.78 2.10 2.54
C: -3.16 1.09 3.39
C: -2.60 -0.17 3.23
C: -1.67 -0.38 2.22
N: -1.32 0.58 1.38
H: -0.29 5.45 -1.34
H: 0.90 3.17 -1.85
H: -3.16 3.11 2.63
H: -3.89 1.27 4.17
H: -2.86 -0.98 3.90
H: -1.21 -1.35 2.11
F: -1.11 -4.10 -2.67
C: -1.61 -2.86 -2.55
F: -2.56 -2.72 -3.49
F: -0.64 -2.01 -2.88
S: -2.38 -2.67 -0.82
O: -2.14 -1.29 -0.43
O: -3.74 -3.01 -1.04
N: -1.64 -3.76 0.03
S: -0.19 -3.32 0.47
O: -0.12 -3.13 1.88
O: 0.21 -2.28 -0.45
C: 0.84 -4.84 0.02
F: 0.02 -5.85 -0.28
F: 1.57 -4.61 -1.07
F: 1.64 -5.29 0.98
O: 2.47 1.67 -0.37
S: 2.72 1.89 1.06
O: 3.39 3.15 1.32
O: 1.49 1.73 1.85
C: 3.89 0.62 1.58
C: 5.11 1.07 2.06
C: 6.12 0.17 2.36
C: 5.90 -1.19 2.19
C: 4.66 -1.64 1.77
C: 3.66 -0.73 1.46
S: 2.14 -1.39 0.75
O: 2.28 -2.82 0.83
O: 1.06 -0.80 1.53
O: 2.18 -0.82 -0.60
H: 5.24 2.13 2.17
H: 7.07 0.52 2.72
H: 6.70 -1.90 2.38
H: 4.45 -2.70 1.66
C: 1.94 0.19 -5.10
C: 0.90 0.38 -4.07
C: -0.43 0.75 -4.19
C: -0.95 0.81 -2.90
N: 0.03 0.49 -2.03
N: 1.13 0.24 -2.76
C: -2.32 1.16 -2.47
H: 1.51 0.31 -6.09
H: 2.38 -0.80 -5.02
H: 2.74 0.92 -4.97
H: -0.96 0.91 -5.11
H: 1.98 -0.04 -2.28
H: -3.03 0.90 -3.25
H: -2.40 2.23 -2.29
H: -2.55 0.63 -1.56

Properties
molar mass = 958.93 g/mol
<S²> = 0.799
Kohn-Sham gap (alpha / beta) = 6.7 / 6.8 eV
spin multiplicity = 2